1.
{"formula": "C15H31BrP2Sn", "method": "ωB97M-V with the def2-TZVPD basis set", "fmax_ev_per_a": 5.56, "charge": 2, "de_lowest_kj_mol": 276.9, "energy_ha": -4060.4086, "homo_energy_ev": [-13.6, -13.6], "symbols": ["P", "P", "C", "C", "H", "H", "H", "H", "C", "H", "H", "H", "C", "H", "H", "H", "C", "H", "H", "H", "C", "H", "H", "H", "Sn", "C", "C", "C", "C", "C", "C", "C", "C", "C", "H", "H", "H", "H", "H", "H", "H", "H", "H", "H", "H", "H", "H", "H", "H", "Br"], "coordinates": [[-0.455, -1.906, -5.068], [-0.213, 1.859, -5.449], [-0.980, -0.754, -6.402], [-0.108, 0.484, -6.667], [-2.037, -0.464, -6.260], [-0.932, -1.358, -7.327], [0.963, 0.258, -6.803], [-0.428, 0.975, -7.608], [-1.759, 2.678, -5.933], [-2.153, 3.338, -5.151], [-2.526, 1.933, -6.190], [-1.560, 3.274, -6.839], [1.155, 3.011, -5.833], [0.902, 3.611, -6.717], [2.063, 2.420, -6.023], [1.359, 3.688, -4.982], [-1.885, -2.846, -4.452], [-1.608, -3.345, -3.511], [-2.174, -3.630, -5.167], [-2.760, -2.195, -4.279], [0.453, -3.162, -6.037], [1.407, -2.765, -6.412], [-0.154, -3.490, -6.894], [0.657, -4.029, -5.399], [-3.031, -1.652, -1.811], [1.413, 2.287, -2.979], [0.121, 1.928, -3.529], [-0.584, 0.591, -3.099], [0.360, -0.581, -2.887], [1.253, -0.996, -4.125], [2.098, -0.043, -4.737], [3.088, 0.724, -3.960], [2.535, 1.394, -2.665], [-1.746, -1.830, 0.005], [1.575, 3.354, -2.814], [-0.578, 2.778, -3.344], [-1.352, 0.346, -3.858], [-1.197, 0.761, -2.199], [0.994, -0.418, -2.003], [-0.267, -1.440, -2.585], [1.789, -1.942, -3.848], [2.403, -0.231, -5.796], [3.465, 1.532, -4.601], [3.931, 0.061, -3.686], [2.280, 0.620, -1.928], [3.330, 2.006, -2.189], [-1.639, -0.855, 0.484], [-0.798, -2.173, -0.409], [-2.138, -2.564, 0.713], [-4.188, 0.435, -0.782]], "nbo_charge": [1.39, 1.47, -0.76, -0.72, 0.26, 0.28, 0.27, 0.29, -0.97, 0.28, 0.26, 0.29, -0.96, 0.27, 0.26, 0.27, -0.97, 0.27, 0.30, 0.29, -0.96, 0.26, 0.27, 0.27, 0.96, -0.03, -0.50, -0.43, -0.44, -0.34, -0.14, -0.46, -0.49, -1.15, 0.22, 0.28, 0.18, 0.27, 0.25, 0.21, 0.27, 0.21, 0.24, 0.27, 0.23, 0.27, 0.25, 0.20, 0.26, -0.48]}

2.
{"formula": "C15H31BrP2W", "method": "ωB97M-V with the def2-TZVPD basis set", "spin_multiplicity": 3, "fmax_ev_per_a": 4.23, "charge": 2, "energy_ha": -3913.1383, "homo_energy_ev": [-13.7, -14.5], "symbols": ["P", "P", "C", "C", "H", "H", "H", "H", "C", "H", "H", "H", "C", "H", "H", "H", "C", "H", "H", "H", "C", "H", "H", "H", "W", "C", "C", "C", "C", "C", "C", "C", "C", "C", "H", "H", "H", "H", "H", "H", "H", "H", "H", "H", "H", "H", "H", "H", "H", "Br"], "coordinates": [[-0.876, -1.021, -1.783], [1.459, -1.393, 0.825], [0.417, -2.373, -1.710], [0.887, -2.785, -0.304], [1.266, -2.035, -2.331], [-0.055, -3.236, -2.210], [0.089, -3.320, 0.242], [1.758, -3.457, -0.389], [3.105, -1.129, 0.052], [3.599, -0.304, 0.577], [3.030, -0.889, -1.019], [3.700, -2.041, 0.178], [1.962, -2.398, 2.273], [2.741, -3.111, 1.971], [1.093, -2.935, 2.672], [2.364, -1.721, 3.036], [-1.190, -0.948, -3.581], [-1.979, -0.207, -3.757], [-1.524, -1.933, -3.933], [-0.274, -0.644, -4.106], [-2.310, -2.014, -1.215], [-2.159, -2.410, -0.203], [-2.460, -2.844, -1.920], [-3.197, -1.369, -1.228], [-0.398, 2.924, 0.824], [0.753, 1.432, 1.966], [1.409, 1.726, 0.728], [1.017, 1.191, -0.612], [-0.037, 1.894, -1.528], [-1.428, 2.027, -0.986], [-1.937, 1.486, 0.224], [-1.381, 0.311, 0.980], [-0.424, 0.541, 2.197], [-1.569, 3.485, 2.388], [1.250, 1.791, 2.870], [2.388, 2.209, 0.788], [0.684, 0.135, -0.517], [1.936, 1.104, -1.229], [0.363, 2.868, -1.848], [-0.080, 1.298, -2.461], [-2.088, 2.682, -1.554], [-2.925, 1.827, 0.528], [-0.854, -0.383, 0.292], [-2.232, -0.293, 1.350], [-1.022, 0.886, 3.055], [-0.076, -0.471, 2.505], [-1.114, 3.249, 3.357], [-2.581, 3.074, 2.329], [-1.612, 4.587, 2.293], [0.511, 4.938, -0.078]], "mulliken_spin": [0.52, 0.09, 0.07, -0.01, 0.00, 0.03, 0.00, 0.01, 0.00, 0.00, 0.00, 0.00, 0.00, 0.00, 0.00, 0.00, 0.06, 0.00, 0.02, -0.01, 0.04, 0.00, 0.02, 0.00, 0.32, 0.16, 0.01, -0.09, 0.11, 0.13, 0.08, -0.01, 0.14, -0.01, -0.01, 0.01, 0.14, 0.00, -0.01, -0.02, 0.01, 0.01, 0.08, 0.00, 0.03, -0.01, 0.01, 0.01, 0.01, 0.06]}

3.
{"formula": "C15H31Cl2NO3", "method": "ωB97M-V with the def2-TZVPD basis set", "fmax_ev_per_a": 8.24, "de_lowest_kj_mol": 214.0, "energy_ha": -1790.7207, "smiles": "CCCN[C@@H](CCCCCOC(C)=O)COC.ClCCCl", "homo_energy_ev": -8.7, "symbols": ["C", "C", "C", "N", "C", "C", "C", "C", "C", "C", "O", "C", "C", "O", "C", "O", "C", "H", "H", "H", "H", "H", "H", "H", "H", "H", "H", "H", "H", "H", "H", "H", "H", "H", "H", "H", "H", "H", "H", "H", "H", "H", "H", "H", "Cl", "C", "C", "Cl", "H", "H", "H", "H"], "coordinates": [[-3.701, 3.700, -3.920], [-3.440, 2.249, -3.138], [-1.881, 1.757, -3.264], [-0.895, 2.519, -2.407], [-1.053, 2.235, -0.930], [-0.268, 0.853, -0.528], [1.352, 1.007, -0.321], [1.840, -0.389, 0.460], [3.295, -0.945, -0.052], [3.352, -2.559, 0.383], [3.983, -2.746, 1.699], [3.619, -4.030, 2.319], [4.869, -5.066, 2.690], [2.391, -4.436, 2.654], [-0.573, 3.556, -0.023], [-1.825, 4.288, 0.361], [-1.517, 5.351, 1.338], [-4.844, 3.731, -4.168], [-2.992, 3.712, -4.851], [-3.456, 4.577, -3.166], [-4.167, 1.426, -3.594], [-3.814, 2.423, -2.034], [-1.552, 1.950, -4.396], [-1.815, 0.572, -3.135], [-0.877, 3.538, -2.630], [-2.194, 2.068, -0.620], [-0.435, 0.078, -1.413], [-0.719, 0.440, 0.495], [1.666, 1.886, 0.416], [1.949, 1.198, -1.315], [1.037, -1.206, 0.124], [1.822, -0.173, 1.610], [4.171, -0.428, 0.567], [3.476, -0.877, -1.207], [3.851, -3.219, -0.476], [2.242, -2.986, 0.485], [4.448, -6.147, 2.514], [5.762, -4.776, 1.983], [5.149, -4.985, 3.847], [0.042, 3.247, 0.927], [0.050, 4.332, -0.660], [-2.521, 5.958, 1.557], [-0.763, 6.168, 0.908], [-1.168, 4.939, 2.386], [-1.804, -6.426, 1.956], [-1.132, -4.786, 2.127], [-2.165, -3.791, 2.630], [-3.435, -3.471, 1.422], [-0.720, -4.485, 1.159], [-0.305, -4.856, 2.841], [-1.685, -2.832, 2.845], [-2.650, -4.142, 3.546]], "nbo_charge": [-0.64, -0.43, -0.23, -0.67, -0.06, -0.42, -0.42, -0.41, -0.43, -0.08, -0.56, 0.81, -0.73, -0.60, -0.08, -0.57, -0.28, 0.22, 0.21, 0.21, 0.21, 0.21, 0.20, 0.21, 0.38, 0.20, 0.22, 0.21, 0.20, 0.22, 0.20, 0.22, 0.23, 0.22, 0.18, 0.20, 0.26, 0.24, 0.26, 0.19, 0.18, 0.20, 0.18, 0.18, -0.06, -0.39, -0.39, -0.06, 0.22, 0.24, 0.22, 0.22]}

4.
{"formula": "C15H31Cl2NO3", "method": "ωB97M-V with the def2-TZVPD basis set", "fmax_ev_per_a": 1.98, "de_lowest_kj_mol": 0.0, "energy_ha": -1790.8022, "homo_energy_ev": -4.3, "symbols": ["C", "C", "O", "O", "C", "C", "C", "C", "N", "C", "C", "C", "C", "C", "Cl", "C", "C", "Cl", "H", "H", "H", "H", "H", "H", "H", "H", "H", "H", "H", "H", "H", "H", "H", "H", "H", "H", "H", "H", "H", "H", "H", "H", "H", "H", "C", "C", "O", "H", "H", "H", "H", "H"], "coordinates": [[4.192, -2.416, 1.303], [3.476, -2.524, -0.028], [2.591, -3.335, -0.224], [3.872, -1.678, -1.038], [3.751, -0.284, -0.738], [3.001, 0.433, -1.857], [1.940, 1.426, -1.390], [0.853, 0.774, -0.515], [0.163, 1.754, 0.393], [-1.344, 1.700, 0.166], [-1.991, 0.379, 0.562], [-3.213, 0.686, 1.449], [-2.508, -0.345, -0.706], [0.491, 1.741, 1.854], [0.888, 0.166, 2.530], [1.573, 2.747, 2.254], [2.979, 2.519, 1.709], [0.973, 4.391, 1.933], [4.940, -3.192, 1.395], [4.659, -1.437, 1.391], [3.433, -2.478, 2.075], [4.753, 0.127, -0.618], [3.255, -0.168, 0.225], [3.734, 0.997, -2.429], [2.575, -0.295, -2.543], [2.366, 2.318, -0.936], [1.430, 1.771, -2.290], [1.236, -0.098, -0.003], [0.101, 0.411, -1.207], [0.414, 2.689, 0.063], [-1.738, 2.554, 0.715], [-1.499, 1.931, -0.886], [-1.316, -0.312, 1.057], [-4.032, 1.030, 0.822], [-3.514, -0.191, 2.007], [-3.000, 1.504, 2.142], [-3.368, -0.967, -0.479], [-1.748, -1.035, -1.070], [-2.767, 0.364, -1.484], [-0.409, 2.078, 2.358], [1.626, 2.650, 3.333], [3.187, 3.146, 0.850], [3.687, 2.824, 2.476], [3.160, 1.467, 1.524], [-5.494, -3.573, -1.351], [-5.210, -2.863, -2.697], [-4.618, -1.664, -2.534], [-6.159, -2.966, -0.730], [-5.979, -4.552, -1.504], [-4.563, -3.746, -0.802], [-6.199, -2.845, -3.228], [-4.628, -3.613, -3.300]], "nbo_charge": [-0.73, 0.79, -0.52, -0.53, -0.06, -0.44, -0.42, -0.25, -0.39, -0.19, -0.29, -0.59, -0.60, -0.06, 0.04, -0.22, -0.65, -0.03, 0.26, 0.21, 0.24, 0.19, 0.16, 0.23, 0.25, 0.20, 0.23, 0.24, 0.26, 0.45, 0.21, 0.23, 0.22, 0.23, 0.23, 0.18, 0.29, 0.21, 0.22, 0.25, 0.25, 0.23, 0.25, 0.23, -0.64, -0.01, -0.98, 0.18, 0.17, 0.17, 0.07, 0.06]}